{"formula": "C7H11N", "method": "ωB97M-V with the def2-TZVPD basis set", "species": ["C", "C", "C", "C", "N", "C", "C", "C", "H", "H", "H", "H", "H", "H", "H", "H", "H", "H", "H"], "coordinates": [[0.297, -0.945, -2.182], [-0.820, -0.841, -1.145], [-0.377, 0.048, -0.008], [0.027, -0.675, 1.573], [0.003, -1.957, 1.816], [0.968, 0.059, 0.445], [-0.107, 1.452, -0.175], [-0.295, 2.421, 0.911], [0.963, -1.726, -1.785], [0.102, -1.308, -3.205], [0.694, 0.081, -2.187], [-1.096, -1.784, -0.701], [-1.685, -0.280, -1.528], [-0.313, 0.009, 2.349], [0.751, -2.561, 1.456], [1.995, -0.224, 0.591], [0.584, 2.824, 1.444], [-0.794, 3.335, 0.574], [-0.897, 2.071, 1.756]], "e_homo_ev": -8.12, "lumo_energy_ev": -1.6}

{"formula": "C6H7N2S2", "method": "ωB97M-V with the def2-TZVPD basis set", "species": ["C", "C", "C", "C", "C", "C", "N", "N", "S", "S", "H", "H", "H", "H", "H", "H", "H"], "coordinates": [[2.373, -0.282, 0.131], [1.417, 0.729, -0.008], [0.172, 0.111, 0.003], [0.071, -1.212, 0.042], [-2.296, -1.485, -0.042], [1.577, 2.238, -0.047], [-2.577, -0.202, -0.011], [-1.058, -1.962, 0.028], [1.683, -1.859, 0.099], [-1.534, 1.199, 0.035], [3.464, -0.111, 0.300], [-3.245, -2.162, -0.003], [2.404, 2.670, 0.438], [1.459, 2.528, -1.064], [0.560, 2.602, 0.436], [-3.563, 0.087, -0.210], [-0.906, -2.888, -0.127]], "e_homo_ev": -12.18, "lumo_energy_ev": -4.2, "smiles": "Cc1csc2c1SNC=[NH+]2", "charge": 1}

{"formula": "C28H29Br2N4O9Sr", "method": "ωB97M-V with the def2-TZVPD basis set", "species": ["Sr", "C", "C", "O", "H", "H", "H", "H", "H", "Br", "C", "C", "Br", "H", "H", "H", "H", "C", "C", "C", "C", "C", "C", "N", "O", "O", "H", "H", "H", "H", "H", "C", "C", "C", "C", "C", "C", "N", "O", "O", "H", "H", "H", "H", "H", "C", "C", "C", "C", "C", "C", "N", "O", "O", "H", "H", "H", "H", "H", "C", "C", "C", "C", "C", "C", "N", "O", "O", "H", "H", "H", "H", "H"], "coordinates": [[-9.769, -8.764, -18.975], [-12.347, -12.191, -17.140], [-11.295, -12.183, -18.203], [-10.407, -11.116, -18.203], [-11.842, -12.279, -16.176], [-12.988, -13.045, -17.360], [-12.916, -11.262, -17.166], [-11.798, -12.255, -19.178], [-10.722, -13.116, -18.276], [-11.109, -16.888, -22.184], [-9.766, -16.832, -20.784], [-10.354, -16.166, -19.525], [-8.853, -16.149, -18.180], [-8.912, -16.289, -21.184], [-9.372, -17.816, -20.534], [-11.224, -16.694, -19.143], [-10.586, -15.135, -19.787], [-8.767, -10.874, -12.810], [-8.650, -9.593, -12.341], [-9.290, -8.577, -13.076], [-9.920, -8.844, -14.285], [-9.960, -10.168, -14.753], [-9.360, -11.173, -13.992], [-10.461, -7.771, -15.148], [-10.538, -7.998, -16.360], [-10.775, -6.729, -14.656], [-8.294, -11.679, -12.263], [-8.023, -9.433, -11.476], [-9.145, -7.595, -12.648], [-10.478, -10.416, -15.671], [-9.420, -12.215, -14.274], [-14.400, -11.471, -12.765], [-15.805, -11.345, -12.910], [-16.368, -10.753, -14.033], [-15.528, -10.209, -15.005], [-14.167, -10.329, -14.898], [-13.653, -10.977, -13.793], [-16.021, -9.303, -16.074], [-17.058, -8.725, -15.911], [-15.435, -9.362, -17.164], [-13.886, -11.858, -11.898], [-16.454, -11.809, -12.180], [-17.442, -10.674, -14.129], [-13.508, -9.849, -15.604], [-12.599, -11.220, -13.853], [-16.205, -12.104, -18.648], [-15.187, -12.094, -19.541], [-14.768, -13.253, -20.203], [-15.370, -14.444, -19.846], [-16.466, -14.434, -18.923], [-16.904, -13.278, -18.284], [-14.963, -15.732, -20.408], [-15.217, -16.736, -19.760], [-14.464, -15.747, -21.521], [-16.496, -11.161, -18.204], [-14.709, -11.175, -19.851], [-13.850, -13.260, -20.775], [-16.923, -15.357, -18.596], [-17.704, -13.183, -17.566], [-6.995, -13.362, -20.881], [-8.215, -12.813, -20.431], [-9.349, -12.858, -21.248], [-9.242, -13.620, -22.429], [-8.063, -14.259, -22.813], [-6.891, -14.086, -22.057], [-10.486, -13.814, -23.212], [-10.399, -14.113, -24.379], [-11.541, -13.641, -22.610], [-6.133, -13.148, -20.264], [-8.205, -12.253, -19.507], [-10.252, -12.397, -20.875], [-8.029, -14.711, -23.794], [-5.961, -14.390, -22.514]], "e_homo_ev": -11.35, "lumo_energy_ev": -5.3, "charge": 1}

{"formula": "C19H31ClO8", "method": "ωB97M-V with the def2-TZVPD basis set", "species": ["C", "C", "C", "O", "C", "C", "C", "C", "C", "C", "O", "C", "O", "O", "C", "Cl", "H", "H", "H", "H", "H", "H", "H", "H", "H", "H", "H", "H", "H", "H", "H", "H", "H", "H", "H", "O", "C", "O", "C", "C", "C", "H", "H", "H", "H", "H", "H", "O", "C", "O", "C", "C", "C", "H", "H", "H", "H", "H", "H"], "coordinates": [[2.882, -0.008, 0.651], [3.135, -0.918, -0.551], [2.034, -1.940, -0.764], [0.772, -1.305, -0.936], [-0.061, -1.392, 0.200], [-1.427, -0.795, -0.181], [-1.375, 0.460, -1.037], [-2.092, 0.272, -2.392], [-1.949, 1.727, -0.374], [-0.852, 2.445, 0.451], [-2.086, -1.930, -0.817], [-3.046, -2.449, -0.025], [-3.957, -3.012, -0.384], [-2.692, -2.123, 1.264], [-2.303, -0.767, 1.090], [-1.682, 0.012, 2.536], [2.655, -0.603, 1.533], [2.013, 0.618, 0.458], [3.720, 0.651, 0.840], [3.272, -0.300, -1.428], [4.063, -1.458, -0.364], [2.264, -2.461, -1.685], [2.012, -2.684, 0.031], [0.366, -0.912, 1.082], [-0.200, -2.448, 0.423], [-0.347, 0.687, -1.287], [-1.967, -0.721, -2.805], [-1.598, 0.955, -3.079], [-3.127, 0.593, -2.350], [-2.868, 1.559, 0.180], [-2.208, 2.404, -1.183], [-1.239, 3.068, 1.248], [-0.185, 1.691, 0.862], [-0.261, 3.027, -0.246], [-3.258, -0.284, 0.901], [-2.287, 4.739, 4.048], [-2.572, 3.922, 4.873], [-3.801, 3.352, 4.960], [-3.866, 2.493, 6.111], [-2.421, 2.138, 6.427], [-1.679, 3.395, 5.981], [-4.347, 3.041, 6.926], [-4.468, 1.619, 5.873], [-2.261, 1.874, 7.470], [-2.107, 1.292, 5.813], [-1.625, 4.142, 6.774], [-0.685, 3.175, 5.603], [5.615, -1.357, -3.742], [4.664, -1.782, -4.328], [3.482, -2.065, -3.717], [2.571, -2.659, -4.658], [3.070, -2.223, -6.027], [4.577, -2.127, -5.802], [2.601, -3.744, -4.531], [1.562, -2.308, -4.451], [2.783, -2.905, -6.826], [2.673, -1.236, -6.268], [5.077, -3.082, -5.968], [5.036, -1.351, -6.407]], "e_homo_ev": -9.76, "lumo_energy_ev": 0.6, "smiles": "CCCOC[C@@]1([C@@H](C)CC)OC(=O)O[C@H]1Cl.O=C1CCCO1.O=C1CCCO1"}

{"formula": "C20H65N15O11", "method": "ωB97M-V with the def2-TZVPD basis set", "species": ["C", "O", "H", "H", "H", "H", "C", "O", "H", "H", "H", "H", "C", "O", "N", "N", "H", "H", "H", "H", "C", "O", "N", "N", "H", "H", "H", "H", "C", "O", "N", "N", "H", "H", "H", "H", "C", "O", "N", "N", "H", "H", "H", "H", "C", "O", "N", "N", "H", "H", "H", "H", "C", "O", "N", "N", "H", "H", "H", "H", "C", "C", "C", "O", "C", "N", "H", "H", "H", "H", "H", "H", "H", "H", "H", "H", "H", "C", "C", "C", "O", "C", "N", "H", "H", "H", "H", "H", "H", "H", "H", "H", "H", "H", "C", "C", "C", "O", "C", "N", "H", "H", "H", "H", "H", "H", "H", "H", "H", "H", "H"], "coordinates": [[18.779, 6.076, -19.478], [18.505, 6.477, -18.108], [19.184, 5.067, -19.400], [17.850, 6.146, -20.043], [19.468, 6.775, -19.953], [18.912, 5.843, -17.512], [19.826, 3.584, -16.761], [19.817, 4.850, -16.219], [20.898, 3.404, -16.840], [19.590, 2.857, -15.984], [19.335, 3.500, -17.731], [19.480, 4.855, -15.320], [22.190, 10.410, -20.481], [21.724, 11.207, -21.262], [23.037, 9.463, -20.786], [22.162, 10.683, -19.210], [23.336, 9.057, -21.661], [23.323, 8.851, -20.035], [22.519, 9.883, -18.706], [21.661, 11.458, -18.801], [23.221, 7.976, -16.813], [23.299, 8.482, -17.913], [24.069, 8.163, -15.853], [22.216, 7.286, -16.344], [24.026, 7.383, -15.213], [24.876, 8.659, -16.206], [22.189, 7.147, -15.344], [21.493, 6.979, -16.980], [27.856, 9.776, -14.901], [27.013, 8.918, -14.955], [29.083, 9.524, -14.840], [27.781, 11.076, -14.996], [29.333, 8.555, -14.708], [29.786, 10.249, -14.866], [26.859, 11.474, -15.104], [28.599, 11.659, -15.099], [22.717, 5.287, -13.893], [23.707, 5.962, -14.051], [22.741, 3.992, -14.034], [21.530, 5.758, -13.636], [21.871, 3.482, -13.989], [23.655, 3.642, -14.285], [20.737, 5.143, -13.522], [21.492, 6.629, -13.127], [22.481, 8.392, -11.533], [21.680, 8.056, -12.352], [22.225, 8.429, -10.236], [23.719, 8.471, -11.794], [22.909, 8.706, -9.547], [21.328, 8.085, -9.925], [24.009, 8.334, -12.752], [24.330, 8.518, -10.991], [26.652, 6.223, -12.221], [27.684, 6.491, -11.613], [25.766, 5.276, -12.007], [26.360, 6.935, -13.297], [24.931, 5.263, -12.576], [25.920, 4.616, -11.258], [26.984, 7.621, -13.696], [25.494, 6.651, -13.733], [23.858, 11.364, -14.431], [22.380, 11.097, -14.549], [21.407, 12.080, -13.783], [21.497, 13.451, -14.214], [20.247, 14.147, -14.064], [22.070, 11.023, -15.934], [24.131, 12.419, -14.433], [24.421, 10.827, -15.194], [24.205, 11.163, -13.417], [22.150, 10.126, -14.110], [21.724, 12.063, -12.740], [20.407, 11.645, -13.799], [19.819, 14.068, -13.065], [19.462, 13.793, -14.732], [20.377, 15.190, -14.353], [22.540, 10.188, -16.253], [21.067, 10.903, -15.946], [26.824, 10.014, -18.705], [26.869, 10.703, -20.023], [26.016, 12.045, -20.056], [26.319, 12.780, -21.274], [25.273, 13.698, -21.626], [28.326, 10.953, -20.301], [25.806, 9.625, -18.684], [27.025, 10.677, -17.863], [27.444, 9.120, -18.641], [26.592, 10.056, -20.855], [26.147, 12.678, -19.179], [24.949, 11.870, -19.914], [25.138, 14.535, -20.941], [24.347, 13.209, -21.927], [25.643, 14.276, -22.473], [29.015, 10.246, -20.091], [28.481, 11.119, -21.285], [30.356, 5.766, -18.833], [30.070, 6.530, -17.467], [28.590, 6.424, -16.950], [27.735, 6.803, -18.040], [26.376, 6.398, -17.842], [30.999, 6.122, -16.509], [29.788, 6.151, -19.680], [29.932, 4.763, -18.767], [31.427, 5.696, -19.023], [30.153, 7.549, -17.844], [28.476, 7.139, -16.136], [28.355, 5.413, -16.618], [25.703, 6.891, -18.543], [26.095, 6.633, -16.816], [26.325, 5.355, -18.156], [31.864, 6.559, -16.793], [30.788, 6.609, -15.649]], "e_homo_ev": [-10.81, -10.81], "lumo_energy_ev": [-2.6, -7.8], "spin_multiplicity": 2, "charge": 1}

{"formula": "C2H6N4O2", "method": "ωB97M-V with the def2-TZVPD basis set", "species": ["C", "C", "H", "H", "H", "H", "H", "H", "N", "N", "N", "N", "O", "O"], "coordinates": [[0.712, -1.502, -0.018], [-1.539, 1.099, 0.414], [2.105, -2.506, -1.054], [1.634, -1.031, -1.744], [-0.453, -2.116, 1.274], [-2.521, 1.186, 0.844], [-1.384, 3.099, 0.258], [0.790, 1.494, -0.201], [1.772, -1.570, -0.874], [0.285, -2.471, 0.635], [-1.063, -0.111, 0.467], [-0.956, 2.249, -0.118], [0.225, -0.187, -0.110], [0.395, 2.367, 0.225]], "e_homo_ev": -9.33, "lumo_energy_ev": 0.7, "smiles": "[H]/N=C(/N)O/N=C\\NO"}

{"formula": "C43H48ClMoN4OSi", "method": "ωB97M-V with the def2-TZVPD basis set", "species": ["Mo", "Cl", "C", "C", "C", "C", "O", "C", "C", "N", "C", "C", "C", "C", "C", "C", "C", "C", "N", "C", "C", "H", "H", "H", "H", "H", "H", "H", "H", "H", "H", "C", "Si", "C", "C", "N", "C", "C", "C", "C", "C", "C", "H", "H", "H", "H", "H", "H", "H", "H", "H", "H", "H", "H", "H", "H", "C", "C", "C", "C", "C", "C", "C", "C", "N", "C", "C", "C", "C", "C", "C", "C", "C", "C", "C", "H", "H", "H", "H", "H", "H", "H", "H", "H", "H", "H", "H", "H", "H", "H", "H", "H", "H", "H", "H", "H", "H", "H", "H"], "coordinates": [[-0.976, 0.339, 0.467], [-5.917, -5.335, 1.516], [-4.915, -3.941, 1.301], [-4.577, -3.162, 2.399], [-3.788, -2.036, 2.234], [-3.324, -1.705, 0.967], [-2.575, -0.609, 0.777], [-3.653, -2.493, -0.140], [-3.230, -2.099, -1.481], [-2.276, -1.288, -1.707], [-2.073, -0.873, -3.035], [-2.069, -1.723, -4.106], [-1.860, -1.236, -5.413], [-1.676, 0.098, -5.624], [-1.657, 0.998, -4.530], [-1.487, 2.389, -4.710], [-1.487, 3.203, -3.620], [-1.599, 2.619, -2.345], [-1.731, 1.332, -2.115], [-1.816, 0.516, -3.214], [-4.470, -3.607, 0.036], [-4.941, -3.437, 3.380], [-3.522, -1.413, 3.078], [-3.825, -2.507, -2.305], [-2.209, -2.785, -3.943], [-1.860, -1.927, -6.245], [-1.539, 0.489, -6.624], [-1.373, 2.786, -5.712], [-1.382, 4.275, -3.707], [-1.565, 3.273, -1.484], [-4.759, -4.214, -0.813], [0.330, 2.861, 3.799], [-0.981, 1.566, 3.476], [-1.372, 0.652, 5.051], [-2.572, 2.281, 2.796], [-0.416, 0.361, 2.286], [0.373, -0.726, 2.765], [1.652, -0.471, 3.260], [2.452, -1.516, 3.694], [1.987, -2.824, 3.637], [0.710, -3.077, 3.157], [-0.099, -2.034, 2.727], [-0.099, 3.865, 3.835], [1.104, 2.859, 3.030], [0.809, 2.677, 4.763], [-1.479, 1.371, 5.868], [-0.583, -0.048, 5.330], [-2.310, 0.097, 4.977], [-2.897, 3.104, 3.439], [-3.354, 1.518, 2.813], [-2.522, 2.679, 1.781], [2.019, 0.549, 3.281], [3.444, -1.308, 4.074], [2.614, -3.639, 3.974], [0.335, -4.092, 3.121], [-1.099, -2.239, 2.370], [4.032, 4.144, 0.885], [2.640, 3.612, 0.677], [1.539, 4.456, 0.808], [0.251, 3.971, 0.656], [-0.942, 4.858, 0.869], [0.122, 2.631, 0.299], [1.200, 1.757, 0.065], [2.474, 2.274, 0.336], [0.825, 0.458, -0.313], [1.653, -0.598, -0.967], [3.156, -0.320, -1.063], [3.856, -1.469, -1.804], [3.648, -2.769, -1.021], [2.150, -3.067, -0.930], [1.573, -3.217, -2.340], [1.795, -1.919, -3.121], [3.290, -1.618, -3.217], [1.104, -0.772, -2.385], [1.448, -1.913, -0.208], [4.015, 5.154, 1.292], [4.580, 4.170, -0.059], [4.594, 3.510, 1.571], [1.694, 5.502, 1.046], [-0.699, 5.893, 0.632], [-1.266, 4.825, 1.911], [-1.795, 4.561, 0.257], [-0.911, 2.348, 0.033], [3.352, 1.660, 0.264], [3.590, -0.258, -0.061], [3.338, 0.625, -1.581], [4.922, -1.239, -1.858], [4.075, -2.675, -0.018], [4.166, -3.593, -1.518], [1.988, -3.985, -0.360], [0.503, -3.446, -2.286], [2.057, -4.052, -2.855], [1.361, -2.008, -4.121], [3.454, -0.700, -3.790], [3.809, -2.424, -3.743], [0.045, -0.984, -2.298], [1.215, 0.170, -2.936], [1.813, -1.815, 0.817], [0.371, -2.129, -0.151]], "e_homo_ev": [-10.46, -10.69], "lumo_energy_ev": [-3.5, -3.4], "spin_multiplicity": 3, "charge": 1}

Number 1 is which compound? C7H11N